Record 1
The following is a quantum chemistry calculation of a structure of composition C49H58P2PdSi4Te in a non-equilibrium geometry, from the OMol25 dataset.

Its energy above the lowest of the compared OMol25 structures with the same formula, charge and spin is 24.34 kcal per mole. The molar mass is 1055.31 g mol⁻¹. The HOMO energy is -6.59 eV. The calculation puts the LUMO energy at -0.0254 Ha. The gap between HOMO and LUMO is 5.899 eV.

Geometry (Å):
Pd1 0.44 0.28 0.47
C1 3.89 -1.13 6.42
C2 3.03 -0.05 6.37
C3 2.44 0.33 5.17
C4 2.72 -0.37 4.00
C5 3.53 -1.51 4.08
C6 4.13 -1.88 5.27
P1 1.99 0.02 2.37
C7 1.21 1.63 2.80
C8 1.88 2.85 2.90
C9 1.17 4.01 3.14
C10 -0.21 3.98 3.29
C11 -0.89 2.77 3.20
C12 -0.18 1.60 2.96
C13 3.52 0.20 1.37
C14 4.78 0.34 1.91
C15 5.92 0.15 1.12
C16 5.81 -0.21 -0.19
C17 4.54 -0.34 -0.80
C18 4.39 -0.76 -2.15
C19 3.15 -0.86 -2.71
C20 2.00 -0.53 -1.97
C21 2.11 -0.19 -0.65
C22 3.38 -0.08 -0.03
H1 4.38 -1.40 7.35
H2 2.83 0.52 7.27
H3 1.77 1.18 5.15
H4 3.71 -2.09 3.17
H5 4.78 -2.74 5.30
H6 2.95 2.88 2.75
H7 1.68 4.96 3.22
H8 -0.76 4.90 3.46
H9 -1.97 2.75 3.31
H10 -0.70 0.65 2.98
H11 4.90 0.58 2.96
H12 6.90 0.26 1.57
H13 6.70 -0.38 -0.79
H14 5.28 -0.99 -2.72
H15 3.05 -1.20 -3.74
H16 1.03 -0.61 -2.44
C23 -4.80 -3.62 -0.46
C24 -4.46 -2.33 -0.83
C25 -3.22 -1.81 -0.47
C26 -2.34 -2.56 0.29
C27 -2.70 -3.85 0.69
C28 -3.92 -4.38 0.31
P2 -0.71 -1.86 0.74
C29 0.40 -3.12 0.00
C30 -0.01 -3.92 -1.06
C31 0.90 -4.75 -1.71
C32 2.22 -4.80 -1.31
C33 2.64 -4.02 -0.24
C34 1.74 -3.18 0.40
C35 -0.76 -2.25 2.54
C36 -1.79 -1.66 3.26
C37 -1.85 -1.76 4.64
C38 -0.88 -2.48 5.32
C39 0.13 -3.10 4.61
C40 0.20 -2.98 3.23
H17 -5.75 -4.03 -0.76
H18 -5.15 -1.73 -1.41
H19 -2.94 -0.81 -0.77
H20 -2.02 -4.44 1.29
H21 -4.20 -5.38 0.60
H22 -1.03 -3.89 -1.41
H23 0.56 -5.37 -2.53
H24 2.93 -5.44 -1.82
H25 3.67 -4.05 0.09
H26 2.08 -2.56 1.21
H27 -2.57 -1.11 2.73
H28 -2.66 -1.27 5.18
H29 -0.91 -2.55 6.40
H30 0.88 -3.68 5.13
H31 1.01 -3.47 2.70
C41 -0.61 6.30 -0.40
Si1 0.43 6.01 -1.96
C42 1.37 7.61 -2.36
C43 -0.75 5.65 -3.40
Si2 1.95 4.24 -1.69
Te1 0.37 2.53 -0.66
Si3 3.88 5.02 -0.54
C44 4.86 6.14 -1.72
C45 5.01 3.60 -0.04
C46 3.44 6.09 0.96
Si4 2.78 3.50 -3.78
C47 4.43 2.59 -3.65
C48 3.02 5.00 -4.92
C49 1.50 2.34 -4.53
H32 -1.37 7.06 -0.56
H33 0.01 6.61 0.44
H34 -1.11 5.37 -0.12
H35 0.69 8.41 -2.64
H36 2.05 7.45 -3.20
H37 1.96 7.95 -1.51
H38 -1.55 6.38 -3.47
H39 -1.21 4.66 -3.27
H40 -0.22 5.64 -4.35
H41 5.34 5.57 -2.51
H42 5.64 6.68 -1.18
H43 4.21 6.88 -2.19
H44 5.62 3.27 -0.88
H45 4.41 2.75 0.30
H46 5.68 3.87 0.78
H47 2.50 6.63 0.79
H48 4.21 6.83 1.18
H49 3.30 5.48 1.86
H50 5.26 3.28 -3.46
H51 4.66 2.05 -4.57
H52 4.41 1.86 -2.84
H53 3.81 5.66 -4.53
H54 2.11 5.59 -4.99
H55 3.31 4.70 -5.92
H56 1.27 1.54 -3.82
H57 1.84 1.87 -5.46
H58 0.57 2.87 -4.74


Record 2
The following is a quantum chemistry calculation of a structure of composition C17H14NPRhSSe2, from the OMol25 dataset.

Its net charge is +1. Its energy above the lowest of the compared OMol25 structures with the same formula, charge and spin is 0.00 kcal per mole. The molar mass is 556.17 g mol⁻¹. The HOMO energy is -11.71 eV. The calculation puts the LUMO energy at -0.1756 Ha. The gap between HOMO and LUMO is 6.929 eV.

Geometry (Å):
Rh1 0.78 -0.65 0.48
Se1 -0.12 -0.55 2.68
P1 -1.69 -1.94 2.06
Se2 -0.90 -2.41 0.08
C1 -1.81 -3.35 3.16
C2 -2.70 -4.37 2.78
C3 -2.86 -5.47 3.60
C4 -2.16 -5.55 4.80
C5 -1.28 -4.54 5.17
C6 -1.10 -3.43 4.35
C7 -3.31 -1.19 2.01
C8 -4.02 -1.11 3.22
C9 -5.26 -0.49 3.24
C10 -5.79 0.03 2.07
C11 -5.10 -0.06 0.88
C12 -3.85 -0.66 0.84
H1 -3.25 -4.30 1.85
H2 -3.54 -6.26 3.32
H3 -2.29 -6.41 5.44
H4 -0.74 -4.60 6.10
H5 -0.41 -2.66 4.63
H6 -3.61 -1.54 4.12
H7 -5.81 -0.42 4.17
H8 -6.77 0.51 2.09
H9 -5.52 0.35 -0.03
H10 -3.30 -0.73 -0.09
S1 0.01 1.28 -0.33
C13 1.56 1.90 0.24
C14 2.14 3.15 0.15
C15 3.40 3.30 0.71
C16 4.03 2.23 1.33
C17 3.38 1.01 1.38
N1 2.17 0.87 0.85
H11 1.63 3.96 -0.35
H12 3.89 4.26 0.66
H13 5.01 2.34 1.78
H14 3.82 0.14 1.85


Record 3
The following is a quantum chemistry calculation of a structure of composition C4H5MgO6 in a non-equilibrium geometry, from the OMol25 dataset.

Its net charge is +1. Its energy above the lowest of the compared OMol25 structures with the same formula, charge and spin is 101.81 kcal per mole. The molar mass is 173.38 g mol⁻¹. The HOMO energy (spin up / spin down) is -15.33 / -11.07 eV. The calculation puts the LUMO energy (spin up / spin down) at -0.1619 / -0.3036 Ha. The gap between HOMO and LUMO (spin up / spin down) is 10.924 / 2.805 eV.

Geometry (Å):
C1 -0.32 -0.57 1.21
C2 -0.96 -0.11 -0.08
O1 0.03 0.77 -0.70
O2 1.07 -0.63 0.97
H1 -0.74 -1.55 1.48
H2 -0.53 0.15 2.02
H3 -1.87 0.48 0.07
H4 -1.13 -0.95 -0.77
H5 0.96 0.46 -0.28
C3 -0.13 1.21 -2.08
O3 0.55 2.14 -2.41
O4 -1.21 0.77 -2.53
Mg1 -2.27 1.61 -3.89
O5 1.41 -1.44 3.14
O6 3.16 -1.18 1.75
C4 1.98 -1.15 2.09


Record 4
The following is a quantum chemistry calculation of a cluster of 2 separate species, C2H2NO2S in total in a non-equilibrium geometry, from the OMol25 dataset.

Its net charge is -1. Its energy above the lowest of the compared OMol25 structures with the same formula, charge and spin is 125.18 kcal per mole. The molar mass is 104.11 g mol⁻¹. The HOMO energy (spin up / spin down) is -1.76 / -3.54 eV. The calculation puts the LUMO energy (spin up / spin down) at 0.1401 / 0.1458 Ha. The gap between HOMO and LUMO (spin up / spin down) is 5.575 / 7.502 eV.

Geometry (Å):
C1 -0.06 -1.38 0.39
C2 -0.55 -0.17 0.89
N1 0.70 -0.48 -0.07
O1 -4.36 -0.25 1.09
O2 -3.98 1.03 -0.94
S1 -3.55 -0.15 -0.11
H1 -0.24 -2.54 0.33
H2 -0.40 0.26 1.98


Record 5
The following is a quantum chemistry calculation of the ion CH3ClO2P with charge -1 in a non-equilibrium geometry, from the OMol25 dataset.

Its net charge is -1. Its energy above the lowest of the compared OMol25 structures with the same formula, charge and spin is 85.43 kcal per mole. The molar mass is 113.46 g mol⁻¹. The HOMO energy is -3.59 eV. The calculation puts the LUMO energy at 0.1390 Ha. The gap between HOMO and LUMO is 7.375 eV. As for the SMILES: [O-]P(Cl)CO.

Geometry (Å):
C1 -0.34 0.01 0.12
O1 1.76 0.00 -1.38
O2 -1.72 0.26 -0.57
P1 1.08 -0.96 -0.49
Cl1 2.38 -0.34 1.23
H1 0.16 1.05 0.17
H2 -2.53 0.33 -0.19
H3 -0.79 -0.36 1.11


Record 6
The following is a quantum chemistry calculation of a structure of composition C10H17ClGaINOPS in a non-equilibrium geometry, from the OMol25 dataset.

Its net charge is +2. Its energy above the lowest of the compared OMol25 structures with the same formula, charge and spin is 0.00 kcal per mole. The molar mass is 462.37 g mol⁻¹. The HOMO energy is -12.55 eV. The calculation puts the LUMO energy at -0.3203 Ha. The gap between HOMO and LUMO is 3.839 eV.

Geometry (Å):
C1 1.16 -0.45 0.09
I1 1.90 0.41 -1.57
H1 0.88 -1.49 -0.17
H2 1.87 -0.48 0.92
H3 0.26 0.08 0.43
Ga1 -1.28 -2.30 1.25
P1 -0.14 0.62 -3.08
C2 0.48 0.91 -4.74
C3 -1.06 -0.92 -2.91
H4 -1.53 1.78 -1.48
H5 -1.77 2.30 -3.19
H6 -0.33 2.89 -2.27
C4 -1.03 2.05 -2.42
H7 -1.55 -0.99 -1.94
H8 -1.80 -0.86 -3.71
H9 -0.37 0.73 -5.42
H10 1.30 0.20 -4.97
H11 -0.39 -1.77 -3.08
H12 0.85 1.95 -4.83
C5 4.62 0.12 0.31
O1 5.66 0.12 0.77
Cl1 -3.02 -0.87 0.92
S1 -0.84 -1.76 3.58
C6 -1.08 -0.07 3.88
N1 -2.35 0.44 3.73
C7 -2.68 1.77 3.80
C8 -1.71 2.69 4.19
C9 -0.41 2.20 4.44
C10 -0.11 0.85 4.34
H13 -3.05 -0.20 3.35
H14 -3.71 2.02 3.57
H15 -1.96 3.73 4.28
H16 0.36 2.92 4.74
H17 0.88 0.45 4.55


Record 7
The following is a quantum chemistry calculation of a structure of composition C2H3Cl2O in a non-equilibrium geometry, from the OMol25 dataset.

Its energy above the lowest of the compared OMol25 structures with the same formula, charge and spin is 7.53 kcal per mole. The molar mass is 113.95 g mol⁻¹. The expectation value of S² is 0.761. As for the multiplicity: 2. The HOMO energy (spin up / spin down) is -9.25 / -9.44 eV. The calculation puts the LUMO energy (spin up / spin down) at 0.0265 / -0.0562 Ha. The gap between HOMO and LUMO (spin up / spin down) is 9.971 / 7.916 eV.

Geometry (Å):
C1 -0.47 -0.28 0.22
C2 0.44 -0.01 1.20
Cl1 2.00 0.65 1.02
Cl2 -1.86 -1.20 0.44
H1 -0.54 0.19 -1.01
H2 0.19 -0.19 2.26
O1 0.12 0.00 -1.82
H3 0.10 0.84 -2.31